The following is a quantum chemistry calculation of the molecule C4H7NO, from the OMol25 dataset.

Values from the calculation:
energy relative to the best compared isomer or geometry (same formula, charge and spin): 41.9 kcal per mole
Kohn-Sham gap: 10.4 eV
SMILES: C[C@H]1CN=CO1
LUMO energy: 0.98 eV
total energy: -7797.826 eV

Geometry as XYZ:
```
13
C4H7NO, DFT ωB97M-V/def2-TZVPD
C -1.37450 -0.63367 0.47989
C -0.00624 -0.68703 -0.19429
C 0.26169 0.46183 -1.13261
N 0.79084 1.47014 -0.20066
C 1.40290 0.86666 0.73773
O 1.27337 -0.44665 0.89801
H -1.20441 -0.80387 1.53952
H -2.04320 -1.42974 0.11876
H -1.90124 0.32458 0.35573
H 0.34316 -1.67266 -0.44397
H 1.02124 0.20669 -1.88843
H -0.60073 0.88705 -1.67184
H 2.03712 1.45667 1.40214
```


The following is a quantum chemistry calculation of a structure of composition C46H37N2O3P2S3SbSe4Ti, from the OMol25 dataset.

Values from the calculation:
<S²>: 2.02
energy relative to the best compared isomer or geometry (same formula, charge and spin): 0.0 kcal per mole
2S+1: 3
Kohn-Sham gap (spin up / spin down): 6.7 / 6.2 eV
LUMO energy (spin up / spin down): -0.59 / -1.07 eV
total energy: -399548.699 eV

Geometry as XYZ:
```
99
C46H37N2O3P2S3SbSe4Ti, DFT ωB97M-V/def2-TZVPD
Ti -0.22577 -0.37485 0.13712
O -1.89892 2.09271 2.24530
S -1.70564 1.66721 0.85153
C -3.30361 1.56426 0.06807
C -4.37229 2.22278 0.64674
C -5.60136 2.18361 0.00585
C -5.74273 1.49287 -1.19194
C -4.67025 0.80205 -1.73590
C -3.43138 0.82536 -1.09865
P -2.06625 -0.25035 -1.62580
C -2.92012 -1.79039 -2.07052
C -2.82119 -2.36176 -3.33554
C -3.47074 -3.56078 -3.60051
C -4.21086 -4.18544 -2.60926
C -4.31426 -3.61363 -1.34653
C -3.67159 -2.41841 -1.07553
C -1.32948 0.43951 -3.13029
C -0.21472 -0.22973 -3.64703
C 0.49233 0.31289 -4.70764
C 0.10914 1.53717 -5.24129
C -0.98254 2.21306 -4.71822
C -1.70436 1.66740 -3.66447
C -1.01510 3.05492 -0.07607
C -1.78257 4.07733 -0.61364
C -1.15145 5.13006 -1.25882
C 0.23242 5.15670 -1.35893
C 0.99621 4.13471 -0.81574
C 0.37975 3.07129 -0.16619
P 1.29039 1.66169 0.56810
C 2.84638 1.63448 -0.37853
C 2.76434 1.26605 -1.71943
C 3.90595 1.18781 -2.49718
C 5.14547 1.46172 -1.93172
C 5.23585 1.81794 -0.59604
C 4.09030 1.90820 0.18359
C 1.60898 2.18381 2.27005
C 2.25432 3.39176 2.53808
C 2.45305 3.79490 3.84632
C 1.97187 3.01015 4.88886
C 1.29595 1.82926 4.62393
C 1.12008 1.40792 3.31448
H -4.23300 2.73022 1.59285
H -6.45169 2.68226 0.45032
H -6.70399 1.46121 -1.68671
H -4.80086 0.20627 -2.63088
H -2.25045 -1.87117 -4.11341
H -3.39453 -4.00553 -4.58403
H -4.70762 -5.12402 -2.81685
H -4.88169 -4.10118 -0.56475
H -3.74537 -1.97970 -0.08637
H 0.10760 -1.16955 -3.20709
H 1.34855 -0.21387 -5.10859
H 0.66671 1.96624 -6.06330
H -1.27563 3.16995 -5.12972
H -2.55340 2.20063 -3.25432
H -2.86148 4.05118 -0.53632
H -1.74323 5.92843 -1.68661
H 0.72242 5.97739 -1.86621
H 2.07499 4.14915 -0.91444
H 1.79798 1.03910 -2.15897
H 3.83593 0.90050 -3.53858
H 6.04043 1.38611 -2.53548
H 6.20294 2.01903 -0.15439
H 4.16254 2.17174 1.22790
H 2.60328 4.01321 1.72196
H 2.96201 4.72675 4.05444
H 2.10520 3.33588 5.91242
H 0.87961 1.23615 5.42705
H 0.58153 0.48472 3.11932
O 2.09591 -5.15866 1.63378
C 1.22151 -5.11013 0.61898
C 0.57349 -6.29572 0.25943
C -0.33648 -6.31555 -0.77547
C -0.62532 -5.15324 -1.48930
C 0.00735 -3.98158 -1.13554
C 0.93064 -3.92936 -0.08601
C 1.52088 -2.63034 0.28442
O 1.13783 -1.56393 -0.41111
N 2.35468 -2.57259 1.26126
N 2.83737 -1.30909 1.57534
C 3.45917 -1.29845 2.68662
S 3.51269 -2.66134 3.79925
C 4.64604 -1.87306 4.97459
C 4.39906 -0.37686 4.93213
S 4.36425 0.11138 3.19066
H 2.43109 -4.24423 1.77520
H 0.80389 -7.18746 0.82646
H -0.83149 -7.24404 -1.03018
H -1.34372 -5.16578 -2.29798
H -0.21252 -3.06707 -1.67170
H 5.67360 -2.11167 4.70282
H 4.43090 -2.28439 5.96007
H 5.19735 0.18269 5.41853
H 3.44557 -0.11890 5.39300
Se -3.74175 -3.53579 4.03855
Sb -2.65010 -1.35900 4.02989
Se -4.82704 -0.43980 3.39358
Se -1.06120 -0.57264 5.61684
Se -1.48801 -1.52077 1.68008
```


The following is a quantum chemistry calculation of the molecule C13H14N2O3S, from the OMol25 dataset.

Values from the calculation:
energy relative to the best compared isomer or geometry (same formula, charge and spin): 55.5 kcal per mole
Kohn-Sham gap: 9.5 eV
SMILES: COc1ccc(S(=O)(=O)Nc2ccccn2)cc1C
LUMO energy: 0.64 eV
total energy: -33665.615 eV

Geometry as XYZ:
```
33
C13H14N2O3S, DFT ωB97M-V/def2-TZVPD
C 3.74892 2.44025 0.31390
O 3.76056 1.05498 0.05981
C 2.59218 0.36842 0.10638
C 1.35508 0.93564 0.39118
C 0.21232 0.14878 0.41718
C 0.31353 -1.19893 0.15790
S -1.08848 -2.31151 0.14459
O -1.42933 -2.60431 -1.21450
O -0.81699 -3.40158 1.03030
N -2.34365 -1.46618 0.86291
C -3.03556 -0.38392 0.35818
C -3.08440 -0.12248 -1.01443
C -3.81189 0.97155 -1.43640
C -4.46149 1.76526 -0.49706
C -4.34603 1.41660 0.83550
N -3.64784 0.37525 1.26138
C 1.54058 -1.77570 -0.12637
C 2.69129 -1.01270 -0.15616
C 4.03029 -1.60560 -0.45504
H 4.78476 2.76278 0.22169
H 3.39050 2.66072 1.32398
H 3.13676 2.97787 -0.41656
H 1.26396 1.98999 0.59668
H -0.74047 0.60016 0.64296
H -2.39316 -1.56603 1.86516
H -2.57354 -0.77643 -1.69985
H -3.87714 1.20474 -2.48908
H -5.04000 2.62489 -0.79518
H -4.82648 1.99338 1.61489
H 1.57573 -2.83665 -0.31710
H 4.71076 -1.42569 0.37546
H 4.46100 -1.12950 -1.33425
H 3.94821 -2.67409 -0.62809
```


The following is a quantum chemistry calculation of the molecule C6H7NO2, from the OMol25 dataset.

Values from the calculation:
energy relative to the best compared isomer or geometry (same formula, charge and spin): 83.7 kcal per mole
Kohn-Sham gap: 9.2 eV
SMILES: COn1cccc1C=O
LUMO energy: 0.29 eV
total energy: -11916.801 eV

Geometry as XYZ:
```
16
C6H7NO2, DFT ωB97M-V/def2-TZVPD
C -1.71309 0.82757 -0.44929
O -1.00750 0.82341 0.80641
N 0.18360 0.07150 0.76089
C 0.28798 -1.26273 0.99265
C 1.50358 -1.67425 0.52345
C 2.22161 -0.58259 0.11045
C 1.49634 0.56352 0.16038
C 1.77923 1.98769 -0.03397
O 2.78020 2.47796 -0.51978
H -2.36226 1.70389 -0.71560
H -2.17770 -0.11639 -0.36568
H -1.04678 0.83908 -1.24777
H -0.60405 -1.70063 1.42958
H 1.86155 -2.64111 0.53332
H 3.20442 -0.78170 -0.17457
H 0.89666 2.52478 0.29311
```


The following is a quantum chemistry calculation of the molecule C19H24N2O, from the OMol25 dataset.

Values from the calculation:
energy relative to the best compared isomer or geometry (same formula, charge and spin): 7.1 kcal per mole
Kohn-Sham gap: 9.3 eV
SMILES: O=C([C@@H](Cc1ccccc1)n1cccc1)N1CCCCCC1
LUMO energy: 0.82 eV
total energy: -25120.879 eV

Geometry as XYZ:
```
46
C19H24N2O, DFT ωB97M-V/def2-TZVPD
O -1.47720 -0.50831 1.20997
C -0.63000 -0.30075 0.36058
C 0.04754 1.07917 0.23616
C -0.74083 2.13650 1.03555
C -1.91948 2.62588 0.24382
C -1.77008 3.67390 -0.65633
C -2.84240 4.11153 -1.41302
C -4.07818 3.50162 -1.28078
C -4.23439 2.45361 -0.38956
C -3.16173 2.01792 0.36818
N 1.40237 0.97150 0.71868
C 2.50190 1.53923 0.15256
C 3.59624 1.21975 0.90793
C 3.13985 0.43018 1.98128
C 1.78579 0.29962 1.83710
N -0.23011 -1.26563 -0.49190
C 0.77997 -1.13399 -1.51913
C 1.73289 -2.33497 -1.58218
C 2.14175 -2.85932 -0.20344
C 1.18886 -3.93306 0.32304
C -0.17988 -3.40016 0.73761
C -0.86573 -2.56450 -0.34419
H 0.07120 1.38761 -0.81567
H -1.07382 1.68619 1.97138
H -0.06674 2.96655 1.25848
H -0.80757 4.15662 -0.75920
H -2.71412 4.93121 -2.10537
H -4.91652 3.84363 -1.86997
H -5.19691 1.97481 -0.28287
H -3.27825 1.19531 1.05717
H 2.42295 2.12677 -0.74227
H 4.60866 1.51647 0.71719
H 3.73914 0.00916 2.76421
H 1.06756 -0.21434 2.44488
H 0.29056 -1.00978 -2.49591
H 1.38009 -0.24852 -1.32314
H 2.61937 -2.00721 -2.12836
H 1.28627 -3.14878 -2.15597
H 2.20288 -2.03184 0.50605
H 3.13811 -3.29934 -0.28000
H 1.64527 -4.41643 1.18944
H 1.06095 -4.69815 -0.44765
H -0.82692 -4.24127 0.99299
H -0.08178 -2.77653 1.62739
H -1.90292 -2.38624 -0.04747
H -0.85462 -3.07562 -1.30726
```


Question: total energy of number 1 (C4H7NO)?
Answer: -7797.826 eV


What did the fifth record say?
The following is a quantum chemistry calculation of the molecule C19H24N2O, from the OMol25 dataset.

Values from the calculation:
energy relative to the best compared isomer or geometry (same formula, charge and spin): 7.1 kcal per mole
Kohn-Sham gap: 9.3 eV
SMILES: O=C([C@@H](Cc1ccccc1)n1cccc1)N1CCCCCC1
LUMO energy: 0.82 eV
total energy: -25120.879 eV

Geometry as XYZ:
```
46
C19H24N2O, DFT ωB97M-V/def2-TZVPD
O -1.47720 -0.50831 1.20997
C -0.63000 -0.30075 0.36058
C 0.04754 1.07917 0.23616
C -0.74083 2.13650 1.03555
C -1.91948 2.62588 0.24382
C -1.77008 3.67390 -0.65633
C -2.84240 4.11153 -1.41302
C -4.07818 3.50162 -1.28078
C -4.23439 2.45361 -0.38956
C -3.16173 2.01792 0.36818
N 1.40237 0.97150 0.71868
C 2.50190 1.53923 0.15256
C 3.59624 1.21975 0.90793
C 3.13985 0.43018 1.98128
C 1.78579 0.29962 1.83710
N -0.23011 -1.26563 -0.49190
C 0.77997 -1.13399 -1.51913
C 1.73289 -2.33497 -1.58218
C 2.14175 -2.85932 -0.20344
C 1.18886 -3.93306 0.32304
C -0.17988 -3.40016 0.73761
C -0.86573 -2.56450 -0.34419
H 0.07120 1.38761 -0.81567
H -1.07382 1.68619 1.97138
H -0.06674 2.96655 1.25848
H -0.80757 4.15662 -0.75920
H -2.71412 4.93121 -2.10537
H -4.91652 3.84363 -1.86997
H -5.19691 1.97481 -0.28287
H -3.27825 1.19531 1.05717
H 2.42295 2.12677 -0.74227
H 4.60866 1.51647 0.71719
H 3.73914 0.00916 2.76421
H 1.06756 -0.21434 2.44488
H 0.29056 -1.00978 -2.49591
H 1.38009 -0.24852 -1.32314
H 2.61937 -2.00721 -2.12836
H 1.28627 -3.14878 -2.15597
H 2.20288 -2.03184 0.50605
H 3.13811 -3.29934 -0.28000
H 1.64527 -4.41643 1.18944
H 1.06095 -4.69815 -0.44765
H -0.82692 -4.24127 0.99299
H -0.08178 -2.77653 1.62739
H -1.90292 -2.38624 -0.04747
H -0.85462 -3.07562 -1.30726
```


Question: The lowest energy relative to the best compared isomer or geometry (same formula, charge and spin) belongs to which entry?
Answer: C46H37N2O3P2S3SbSe4Ti


Question: What is the total energy in the third record?
Answer: -33665.615 eV